DFT (the ωB97M-V functional and the def2-TZVPD basis) results for a molecular structure, C2H3I2NO.

```
9
C2H3I2NO | the OMol25 dataset | the ωB97M-V functional and the def2-TZVPD basis
C 0.923 0.722 0.742
C 2.019 0.043 0.168
N -0.182 -0.024 0.872
O 1.031 1.906 0.961
I 3.718 1.219 -0.066
I 2.342 -2.032 -0.016
H 1.343 0.300 -2.053
H -0.391 -1.045 0.834
H -1.019 0.385 1.029
```

HOMO energy (spin up / spin down) in eV: -8.61 / -9.34
M in g/mol: 310.9
Orbital gap (spin up / spin down) in eV: 7.8 / 7.7